1.
Computed, not measured: a single C6H10O molecule, with ωB97M-V/def2-TZVPD.

- E_LUMO (spin up / spin down): -0.40 / -0.40 eV
- Charge: 0
- Highest occupied orbital energy (spin up / spin down): -8.00 / -8.00 eV
- Gap between HOMO and LUMO (spin up / spin down): 7.59 / 7.59 eV
- Energy above the lowest of the compared OMol25 structures with the same formula, charge and spin: 66.82 kcal/mol

Positions of all 17 atoms, in Å:
C  -2.01  -0.23  -0.41
C  -0.68  0.27  -0.02
C  0.22  0.89  -0.95
C  1.27  -0.44  -0.66
C  1.44  -0.17  0.87
C  -0.03  0.04  1.30
O  0.55  -1.49  -0.93
H  -2.56  -0.70  0.41
H  -1.77  -0.99  -1.18
H  -2.62  0.55  -0.89
H  0.73  1.79  -0.59
H  -0.12  0.96  -1.98
H  2.23  -0.31  -1.20
H  2.06  0.71  1.07
H  1.90  -1.04  1.35
H  -0.47  -0.82  1.81
H  -0.15  0.92  1.95

Atom charges from the Mulliken analysis, given in e for atoms 1 to 4:
1. C -1.378
2. C 0.689
3. C -0.676
4. C -0.039

***

2.
Computed, not measured: a single C2H2F2 molecule in a non-equilibrium geometry, with ωB97M-V/def2-TZVPD.

- E_LUMO: 0.92 eV
- SMILES: F/C=C\F
- Charge: 0
- Highest occupied orbital energy: -10.33 eV
- Gap between HOMO and LUMO: 11.25 eV
- Energy above the lowest of the compared OMol25 structures with the same formula, charge and spin: 17.15 kcal/mol

Positions of all 6 atoms, in Å:
C  -0.60  0.04  -0.02
C  0.66  0.04  -0.03
H  -1.16  1.00  -0.06
H  1.18  0.93  0.13
F  -1.50  -0.98  0.00
F  1.42  -1.02  -0.02

Atom charges from the Mulliken analysis, given in e for atoms 1 to 4:
1. C -0.085
2. C 0.004
3. H 0.243
4. H 0.296

***

3.
Computed, not measured: a molecular structure, C34H57DyN3O3Si in a non-equilibrium geometry, with ωB97M-V/def2-TZVPD.

- ⟨S²⟩: 9.35
- E_LUMO (spin up / spin down): -3.49 / -3.46 eV
- Charge: +1
- Highest occupied orbital energy (spin up / spin down): -11.09 / -11.10 eV
- Spin multiplicity: 6
- Gap between HOMO and LUMO (spin up / spin down): 7.60 / 7.64 eV
- Energy above the lowest of the compared OMol25 structures with the same formula, charge and spin: 69.62 kcal/mol

Positions of all 99 atoms, in Å:
O  0.87  -1.66  0.61
O  0.83  -0.32  -4.48
C  2.32  -1.90  0.42
C  2.81  -3.02  1.28
H  2.78  -0.94  0.68
H  2.49  -2.10  -0.64
H  2.60  -2.85  2.34
H  3.89  -3.12  1.19
H  2.38  -3.99  1.00
C  -0.07  -2.78  0.40
C  -0.01  -3.33  -0.99
H  -1.08  -2.40  0.64
H  0.20  -3.53  1.15
H  -0.43  -2.62  -1.70
H  -0.64  -4.23  -1.05
H  1.00  -3.61  -1.29
C  -0.23  0.26  -5.26
C  1.77  -1.11  -5.22
C  -1.55  -0.50  -5.13
H  0.04  0.32  -6.33
H  -0.34  1.27  -4.83
H  -1.46  -1.52  -5.53
H  -2.31  0.02  -5.72
H  -1.89  -0.55  -4.08
C  1.20  -2.26  -6.03
H  2.46  -1.48  -4.45
H  2.33  -0.44  -5.92
H  0.62  -2.96  -5.40
H  2.04  -2.82  -6.47
H  0.57  -1.91  -6.86
H  1.44  1.56  -2.60
N  -1.00  -1.10  3.38
C  -1.64  -0.32  4.39
C  -2.46  0.83  4.04
C  -2.41  1.62  2.89
C  -2.10  -1.15  5.60
H  -1.31  -1.78  6.04
H  -2.95  -1.80  5.36
H  -2.42  -0.45  6.37
C  -3.25  2.84  2.85
H  -3.90  2.87  1.97
H  -2.65  3.76  2.82
H  -3.88  2.90  3.74
N  -1.64  1.38  1.83
C  -0.61  -2.42  3.63
C  0.62  -2.79  4.27
C  1.74  -1.92  4.81
C  0.86  -4.15  4.44
H  1.80  -4.41  4.96
C  -0.01  -5.14  4.04
H  0.24  -6.16  4.21
C  -1.20  -4.76  3.44
H  -1.93  -5.52  3.12
C  -1.50  -3.42  3.23
C  -2.82  -3.05  2.59
C  -1.84  1.97  0.52
C  -1.22  3.19  0.17
C  -0.26  3.88  1.08
C  -1.56  3.75  -1.06
H  -1.13  4.71  -1.33
C  -2.42  3.11  -1.95
H  -2.66  3.56  -2.92
C  -2.97  1.88  -1.59
H  -3.64  1.36  -2.27
C  -2.70  1.30  -0.36
C  -3.28  -0.02  0.02
Dy  0.28  0.22  2.05
H  2.71  -2.06  4.27
H  1.96  -2.23  5.86
H  1.58  -0.84  4.84
H  -2.82  -2.02  2.22
H  -3.66  -3.11  3.31
H  -3.06  -3.71  1.73
H  0.25  4.68  0.52
H  0.53  3.25  1.52
H  -0.78  4.37  1.92
H  -3.75  0.00  1.01
H  -2.53  -0.84  0.04
H  -4.04  -0.30  -0.72
H  -3.08  1.19  4.83
C  1.45  2.66  -2.47
Si  2.97  3.52  -3.22
H  0.55  3.05  -2.94
H  1.39  2.88  -1.40
C  4.48  2.40  -3.19
C  3.38  5.11  -2.28
C  2.59  4.02  -5.00
H  3.39  4.66  -5.40
H  1.65  4.59  -5.05
H  2.49  3.14  -5.65
H  4.83  2.25  -2.16
H  5.30  2.85  -3.76
H  4.26  1.42  -3.62
H  3.40  4.94  -1.20
H  2.65  5.89  -2.49
H  4.37  5.48  -2.58
O  -0.05  0.68  6.14
C  0.06  0.77  4.95
N  0.69  1.04  3.94

Atom charges from the Mulliken analysis, given in e for atoms 1 to 4:
1. O 0.321
2. O -0.313
3. C -0.445
4. C -0.983